Record 1
C5H33N2O10 | ωB97M-V/def2-TZVPD

Properties
Orbital gap: 0.362 hartree
Highest occupied orbital energy: -12.3039 eV
ΔE to the lowest compared entry with this formula, charge and spin: 0.0 kJ/mol
Charge: +1

Bonds (Å) are listed after each position.
Element x y z (Å)
1 N 0.728 -0.641 -1.840  C2 1.505, H9 1.020, H10 1.051, H11 1.061
2 C 0.224 -1.193 -0.535  N1 1.505, C3 1.523, C5 1.528, H12 1.088
3 C -0.377 -2.558 -0.841  C2 1.523, O4 1.405, H13 1.096, H14 1.096
4 O 0.566 -3.369 -1.495  C3 1.405, H15 0.981
5 C -0.741 -0.264 0.201  C2 1.528, N6 1.477, H16 1.092, H17 1.093
6 N -0.468 -0.339 1.651  C5 1.477, C7 1.457, C8 1.460
7 C 0.613 0.556 2.042  N6 1.457, H18 1.094, H19 1.095, H20 1.086
8 C -1.674 -0.036 2.415  N6 1.460, H21 1.100, H22 1.090, H23 1.091
9 H 0.876 -1.414 -2.490  N1 1.020
10 H 0.073 0.072 -2.250  N1 1.051
11 H 1.651 -0.135 -1.710  N1 1.061
12 H 1.104 -1.359 0.082  C2 1.088
13 H -0.728 -3.035 0.082  C3 1.096
14 H -1.254 -2.496 -1.496  C3 1.096
15 H 1.313 -3.527 -0.880  O4 0.981
16 H -1.767 -0.578 -0.003  C5 1.092
17 H -0.674 0.759 -0.176  C5 1.093
18 H 0.361 1.619 1.982  C7 1.094
19 H 0.842 0.385 3.099  C7 1.095
20 H 1.524 0.353 1.485  C7 1.086
21 H -2.056 0.982 2.247  C8 1.100
22 H -2.468 -0.752 2.199  C8 1.090
23 H -1.446 -0.098 3.480  C8 1.091
24 H -3.217 2.025 -1.562  O26 0.992
25 H -3.193 3.437 -2.255  O26 0.978
26 O -2.653 2.826 -1.715  H24 0.992, H25 0.978
27 H 1.627 -3.278 1.311  O29 0.995
28 H 2.719 -4.300 0.860  O29 0.958
29 O 2.341 -3.448 0.639  H27 0.995, H28 0.958
30 H 2.561 1.605 -0.846  O32 0.991
31 H 3.207 0.237 -0.245  O32 0.991
32 O 2.931 0.713 -1.069  H30 0.991, H31 0.991
33 H -4.928 0.578 -0.779  O35 0.964
34 H -4.357 0.060 -2.111  O35 0.955
35 O -4.128 0.532 -1.314  H33 0.964, H34 0.955
36 H 0.394 2.345 -2.217  O38 0.983
37 H -1.123 2.189 -2.448  O38 0.980
38 O -0.261 1.802 -2.708  H36 0.983, H37 0.980
39 H 1.793 3.921 -1.065  O41 0.960
40 H 0.612 3.298 -0.314  O41 0.992
41 O 1.375 3.071 -0.907  H39 0.960, H40 0.992
42 H 4.476 -1.072 1.255  O44 0.973
43 H 3.179 -1.884 0.896  O44 0.989
44 O 3.530 -0.972 1.048  H42 0.973, H43 0.989
45 H 0.377 -3.067 3.240  O47 0.965
46 H 0.012 -2.063 2.112  O47 0.987
47 O 0.273 -3.000 2.283  H45 0.965, H46 0.987
48 H -1.666 3.348 -0.283  O50 0.993
49 H -1.135 4.538 0.580  O50 0.952
50 O -0.966 3.627 0.362  H48 0.993, H49 0.952

These are the Löwdin partial charges, in e, on atoms 1 to 4: 0.203 -0.252 -0.221 -0.057

Record 2
C4H28NO13 | ωB97M-V/def2-TZVPD

Properties
Orbital gap: 0.377 hartree
Highest occupied orbital energy: -12.9294 eV
ΔE to the lowest compared entry with this formula, charge and spin: 63.3 kJ/mol
Charge: +1

Bonds (Å) are listed after each position.
Element x y z (Å)
1 O 1.273 -1.704 -0.606  C2 1.225
2 C 0.501 -1.047 0.080  O1 1.225, O3 1.316, C4 1.509
3 O 0.822 -0.577 1.267  C2 1.316, H9 0.979
4 C -0.859 -0.586 -0.384  C2 1.509, C5 1.545, N8 1.491, H10 1.083
5 C -1.841 -1.773 -0.489  C4 1.545, C6 1.543, H11 1.090, H12 1.087
6 C -3.207 -1.344 -1.064  C5 1.543, O7 1.187, H13 1.104
7 O -3.690 -0.300 -0.771  C6 1.187
8 N -1.463 0.437 0.517  C4 1.491, H14 1.017, H15 1.012, H16 1.054
9 H 1.710 -0.770 1.630  O3 0.979
10 H -0.817 -0.103 -1.352  C4 1.083
11 H -1.386 -2.491 -1.172  C5 1.090
12 H -1.962 -2.261 0.474  C5 1.087
13 H -3.592 -2.097 -1.775  C6 1.104
14 H -0.762 1.171 0.591  N8 1.017
15 H -2.371 0.725 0.173  N8 1.012
16 H -1.581 0.005 1.472  N8 1.054
17 H 2.559 1.824 3.796  O19 1.015
18 H 3.254 2.419 2.419  O19 0.993
19 O 2.601 1.766 2.784  H17 1.015, H18 0.993
20 H 0.997 -3.136 3.045  O22 1.012
21 H 2.423 -2.387 3.335  O22 0.974
22 O 1.456 -2.273 3.311  H20 1.012, H21 0.974
23 H 0.330 1.543 -4.587  O25 1.008
24 H -0.129 0.237 -3.760  O25 0.962
25 O 0.240 1.121 -3.676  H23 1.008, H24 0.962
26 H 3.477 -0.227 0.995  O28 0.967
27 H 3.393 0.147 2.464  O28 0.958
28 O 3.468 -0.611 1.883  H26 0.967, H27 0.958
29 H -2.016 -0.637 3.562  O31 0.932
30 H -0.480 -0.773 3.961  O31 1.012
31 O -1.155 -0.373 3.322  H29 0.932, H30 1.012
32 H 1.470 3.726 -1.282  O34 0.958
33 H 2.898 4.016 -1.674  O34 0.963
34 O 2.266 4.149 -0.959  H32 0.958, H33 0.963
35 H -1.717 -1.353 -4.468  O37 0.973
36 H -0.723 -1.925 -3.359  O37 0.998
37 O -0.836 -1.238 -4.073  H35 0.973, H36 0.998
38 H 1.163 -3.335 -2.873  O40 0.955
39 H 0.594 -3.084 -1.659  O40 1.010
40 O 0.255 -3.231 -2.599  H38 0.955, H39 1.010
41 H -3.401 3.178 -0.435  O43 0.979
42 H -1.896 3.248 -0.013  O43 0.974
43 O -2.581 2.649 -0.358  H41 0.979, H42 0.974
44 H 0.952 2.915 1.996  O46 0.943
45 H 1.506 3.994 1.135  O46 1.036
46 O 0.764 3.270 1.143  H44 0.943, H45 1.036

These are the Löwdin partial charges, in e, on atoms 1 to 4: 0.104 -0.442 0.107 -0.164

What did the first record say?
C5H33N2O10 | ωB97M-V/def2-TZVPD

Properties
Orbital gap: 0.362 hartree
Highest occupied orbital energy: -12.3039 eV
ΔE to the lowest compared entry with this formula, charge and spin: 0.0 kJ/mol
Charge: +1

Bonds (Å) are listed after each position.
Element x y z (Å)
1 N 0.728 -0.641 -1.840  C2 1.505, H9 1.020, H10 1.051, H11 1.061
2 C 0.224 -1.193 -0.535  N1 1.505, C3 1.523, C5 1.528, H12 1.088
3 C -0.377 -2.558 -0.841  C2 1.523, O4 1.405, H13 1.096, H14 1.096
4 O 0.566 -3.369 -1.495  C3 1.405, H15 0.981
5 C -0.741 -0.264 0.201  C2 1.528, N6 1.477, H16 1.092, H17 1.093
6 N -0.468 -0.339 1.651  C5 1.477, C7 1.457, C8 1.460
7 C 0.613 0.556 2.042  N6 1.457, H18 1.094, H19 1.095, H20 1.086
8 C -1.674 -0.036 2.415  N6 1.460, H21 1.100, H22 1.090, H23 1.091
9 H 0.876 -1.414 -2.490  N1 1.020
10 H 0.073 0.072 -2.250  N1 1.051
11 H 1.651 -0.135 -1.710  N1 1.061
12 H 1.104 -1.359 0.082  C2 1.088
13 H -0.728 -3.035 0.082  C3 1.096
14 H -1.254 -2.496 -1.496  C3 1.096
15 H 1.313 -3.527 -0.880  O4 0.981
16 H -1.767 -0.578 -0.003  C5 1.092
17 H -0.674 0.759 -0.176  C5 1.093
18 H 0.361 1.619 1.982  C7 1.094
19 H 0.842 0.385 3.099  C7 1.095
20 H 1.524 0.353 1.485  C7 1.086
21 H -2.056 0.982 2.247  C8 1.100
22 H -2.468 -0.752 2.199  C8 1.090
23 H -1.446 -0.098 3.480  C8 1.091
24 H -3.217 2.025 -1.562  O26 0.992
25 H -3.193 3.437 -2.255  O26 0.978
26 O -2.653 2.826 -1.715  H24 0.992, H25 0.978
27 H 1.627 -3.278 1.311  O29 0.995
28 H 2.719 -4.300 0.860  O29 0.958
29 O 2.341 -3.448 0.639  H27 0.995, H28 0.958
30 H 2.561 1.605 -0.846  O32 0.991
31 H 3.207 0.237 -0.245  O32 0.991
32 O 2.931 0.713 -1.069  H30 0.991, H31 0.991
33 H -4.928 0.578 -0.779  O35 0.964
34 H -4.357 0.060 -2.111  O35 0.955
35 O -4.128 0.532 -1.314  H33 0.964, H34 0.955
36 H 0.394 2.345 -2.217  O38 0.983
37 H -1.123 2.189 -2.448  O38 0.980
38 O -0.261 1.802 -2.708  H36 0.983, H37 0.980
39 H 1.793 3.921 -1.065  O41 0.960
40 H 0.612 3.298 -0.314  O41 0.992
41 O 1.375 3.071 -0.907  H39 0.960, H40 0.992
42 H 4.476 -1.072 1.255  O44 0.973
43 H 3.179 -1.884 0.896  O44 0.989
44 O 3.530 -0.972 1.048  H42 0.973, H43 0.989
45 H 0.377 -3.067 3.240  O47 0.965
46 H 0.012 -2.063 2.112  O47 0.987
47 O 0.273 -3.000 2.283  H45 0.965, H46 0.987
48 H -1.666 3.348 -0.283  O50 0.993
49 H -1.135 4.538 0.580  O50 0.952
50 O -0.966 3.627 0.362  H48 0.993, H49 0.952

These are the Löwdin partial charges, in e, on atoms 1 to 4: 0.203 -0.252 -0.221 -0.057

Which value of charge does entry 2 give? +1

What is the highest occupied orbital energy in the second record? -12.9294 eV